1.
Molecular formula: C18H32MoN3OPSi
Method: DFT, the ωB97M-V functional and the def2-TZVPD basis

Structure (XYZ):
```
57
Properties=species:S:1:pos:R:3:forces:R:3
Mo 0.442131 -0.101568 0.258652 -1.7 -1.6 -0.3
Si 2.577969 -0.869525 -0.639501 0.5 -0.2 -0.7
P -0.726424 -1.929179 -0.740855 1.2 -1.2 0.3
N 0.433497 -0.584400 1.944538 -0.4 0.6 0.1
H -1.010406 -0.443940 -1.564030 -0.6 -0.5 1.4
C -2.505130 -2.375806 -0.653755 -0.2 0.4 0.0
H -2.690178 -3.421634 -0.957363 0.3 0.4 0.2
H -3.031534 -1.698349 -1.334688 -0.1 -0.2 0.2
H -2.876178 -2.224999 0.369413 0.1 0.0 -0.3
C -0.183143 -2.698482 -2.327819 -0.1 0.2 0.0
H -0.732977 -3.634487 -2.514262 0.2 0.3 0.1
H 0.896848 -2.896247 -2.330357 -0.3 0.0 0.1
H -0.410159 -1.967335 -3.109855 0.1 -0.3 -0.1
C -0.107393 -3.303529 0.440638 -0.4 -0.9 -0.2
H -0.456924 -4.304889 0.133059 0.0 0.1 0.0
H -0.468245 -3.137263 1.466090 0.0 0.2 -0.3
H 0.990279 -3.352367 0.498142 -0.3 0.3 -0.2
C 3.057311 -0.534342 -2.449830 0.3 -0.1 0.0
H 2.943322 0.527813 -2.698316 0.0 -0.2 -0.1
H 2.445554 -1.123403 -3.144273 0.1 0.2 0.1
H 4.114004 -0.815534 -2.572539 -0.2 0.1 -0.1
H 3.663443 -0.154908 0.100164 0.2 -0.1 0.2
H 2.843218 -2.340966 -0.530156 0.1 0.0 0.2
C 0.751041 -0.895488 3.237326 0.8 -0.4 0.5
C 0.216657 -0.951814 5.599680 0.9 -0.3 -0.3
C -0.147730 -0.640567 4.295145 0.2 -0.1 -0.4
C 2.025994 -1.468374 3.493594 -0.7 0.2 0.4
C 2.385873 -1.779864 4.802747 -0.7 0.3 -0.1
C 1.483763 -1.521852 5.847657 -0.2 0.1 0.2
H -0.471173 -0.761170 6.414183 0.1 0.0 0.0
H -1.120175 -0.201520 4.038216 0.4 -0.2 0.2
H 2.686295 -1.645546 2.643894 -0.1 0.0 0.2
H 3.355226 -2.220763 4.998412 0.0 0.0 0.1
H 1.766212 -1.772578 6.877064 -0.1 0.1 -0.4
C -0.636695 1.071862 -3.238499 3.3 -0.1 0.1
O 0.332442 0.524133 -2.671200 -2.0 1.6 -1.4
C -1.569896 2.017894 -2.576031 -0.9 0.3 0.5
H -2.394931 2.252702 -3.257461 0.1 0.0 0.2
H -1.047156 2.968987 -2.372141 0.0 -0.4 0.0
H -1.978480 1.625971 -1.630044 0.3 0.1 -0.3
C -0.716653 1.055493 -4.744849 -0.1 -0.5 0.1
H -1.731915 0.838184 -5.072308 -0.1 0.0 -0.1
H -0.014082 0.345163 -5.171743 0.0 -0.1 0.1
H -0.464525 2.053923 -5.104780 0.0 0.1 0.0
N 1.015204 5.985077 1.297312 0.0 0.5 0.1
C 0.786177 4.694778 0.951714 -0.3 -0.4 0.3
C 1.484851 4.099104 -0.114994 0.1 -0.1 -0.3
C 1.281218 2.764550 -0.405260 -0.7 -0.2 1.1
N 0.438654 1.988427 0.350512 -0.2 2.0 -0.5
C -0.312309 2.570551 1.335130 0.9 0.6 -0.6
C -0.160636 3.913046 1.663162 0.3 -0.5 -0.4
H 1.700408 6.543941 0.808809 -0.2 -0.2 0.1
H 0.530758 6.421808 2.070958 0.2 -0.3 -0.3
H 2.207414 4.680129 -0.699583 -0.3 -0.2 0.2
H 1.790067 2.243154 -1.222756 -0.2 0.2 0.4
H -1.018427 1.911735 1.850542 0.4 0.3 -0.2
H -0.737824 4.347041 2.473724 0.1 -0.1 -0.1
```
Forces are in eV/Å.

Frontier orbital gap (spin up / spin down) in eV: 5.60 / 6.38
Spin multiplicity: 3

In elementary charge units, the natural (NBO) charges are:
1. Mo 0.658
2. Si 0.550
3. P 1.026
4. N -0.674
5. H -0.253
6. C -0.949
7. H 0.232
8. H 0.230
9. H 0.239
10. C -0.943
11. H 0.225
12. H 0.247
13. H 0.231
14. C -0.989
15. H 0.197
16. H 0.227
17. H 0.237
18. C -1.068
19. H 0.212
20. H 0.226
21. H 0.219
22. H -0.188
23. H -0.187
24. C 0.128
25. C -0.199
26. C -0.242
27. C -0.220
28. C -0.207
29. C -0.243
30. H 0.208
31. H 0.210
32. H 0.226
33. H 0.212
34. H 0.208
35. C 0.629
36. O -0.570
37. C -0.742
38. H 0.219
39. H 0.246
40. H 0.263
41. C -0.714
42. H 0.224
43. H 0.239
44. H 0.236
45. N -0.773
46. C 0.240
47. C -0.314
48. C 0.091
49. N -0.563
50. C 0.099
51. C -0.319
52. H 0.401
53. H 0.402
54. H 0.225
55. H 0.241
56. H 0.231
57. H 0.225

2.
Molecular formula: C18H32N2O5S
Method: DFT, the ωB97M-V functional and the def2-TZVPD basis

Structure (XYZ):
```
58
Properties=species:S:1:pos:R:3:forces:R:3
C -1.456299 -2.827498 -2.615557 0.0 -0.3 0.5
H -1.389880 -3.319341 -3.580240 0.0 0.0 -0.1
H -0.511678 -2.347094 -2.381838 0.0 0.1 -0.1
H -2.272543 -2.109277 -2.622451 0.0 0.1 -0.1
S -1.821634 -4.127558 -1.403736 -0.1 0.1 0.1
C -2.038988 -3.118895 0.097327 0.3 -0.2 -0.5
C -0.721968 -2.595165 0.651739 -0.2 0.0 0.1
H -0.250559 -1.934024 -0.076381 0.1 -0.1 0.0
H -0.049534 -3.433532 0.841483 0.0 0.0 0.0
C -0.938125 -1.843314 1.974666 0.5 -0.1 -0.2
N -1.794444 -0.675647 1.815208 -0.4 0.0 0.3
C -1.735317 0.255735 0.841289 -0.3 -0.1 0.3
O -0.828531 0.374434 0.038205 0.2 0.0 -0.3
O -2.816876 1.044335 0.915083 -0.2 0.0 0.1
C -3.003847 2.141276 -0.015120 0.0 0.5 -0.4
C -1.839727 3.128835 0.066671 -0.1 -0.3 0.0
H -0.921048 2.682099 -0.302429 0.0 0.1 0.0
H -2.067410 4.006382 -0.531675 -0.1 0.1 0.0
H -1.688607 3.437534 1.098970 0.0 0.1 0.1
C -4.296131 2.808448 0.456100 0.3 -0.3 0.0
H -5.107778 2.085879 0.463156 -0.1 -0.1 0.0
H -4.554563 3.626024 -0.209801 0.0 0.1 -0.1
H -4.170679 3.195875 1.463484 0.0 0.1 0.1
C -3.175433 1.592035 -1.432095 0.1 -0.1 0.3
H -2.301847 1.015236 -1.723826 0.0 0.0 -0.1
H -4.049658 0.945923 -1.478821 -0.1 0.0 0.0
H -3.305255 2.411949 -2.132337 -0.1 0.1 -0.1
H -2.603547 -0.613924 2.412543 0.1 0.0 -0.1
C 0.435330 -1.529304 2.606577 -0.7 0.0 -0.1
O 0.896223 -2.236059 3.478586 0.2 -0.4 0.2
N 1.040370 -0.448508 2.099249 0.2 0.5 -0.2
H 0.609075 0.019335 1.312589 -0.1 -0.1 0.1
C 2.393718 -0.068448 2.437866 0.3 0.0 0.2
H 2.816501 -0.890075 3.021425 0.0 0.1 0.0
C 3.229572 0.199042 1.177710 -0.3 -0.1 0.1
C 2.715376 1.458191 0.470462 0.4 0.0 0.0
C 3.381239 1.670787 -0.885283 -0.3 0.1 0.0
C 3.179685 0.435260 -1.763732 0.2 0.1 0.0
C 1.709111 0.157737 -2.015250 0.1 -0.3 -0.1
O 1.230580 -0.939236 -2.149380 0.0 -0.1 0.0
O 0.969181 1.263916 -2.093717 -0.2 0.7 -0.1
H 0.028062 1.023820 -2.112140 0.2 -0.2 0.0
C 3.838016 -0.773807 -1.095760 -0.3 -0.1 -0.1
C 3.202847 -1.032153 0.267242 0.3 0.1 0.0
H 3.720465 -1.854711 0.764585 -0.1 -0.1 0.0
H 2.171586 -1.346243 0.109086 0.0 -0.1 0.0
H 3.711150 -1.656869 -1.723039 0.1 0.0 0.0
H 4.906378 -0.578652 -0.985659 0.0 0.0 -0.1
H 3.633769 0.606039 -2.747275 -0.1 0.0 0.0
H 2.957953 2.551637 -1.368999 0.1 0.0 0.0
H 4.452841 1.834390 -0.753217 0.0 0.0 0.0
H 1.638651 1.387384 0.313737 -0.1 0.1 0.0
H 2.897516 2.326265 1.108579 -0.1 0.0 0.0
H 4.263275 0.380833 1.492109 0.0 0.0 0.0
H 2.375192 0.830801 3.065763 0.1 -0.1 0.0
H -1.448108 -2.511753 2.675145 0.1 0.2 0.0
H -2.720437 -2.303594 -0.151040 -0.1 0.0 0.1
H -2.523237 -3.782738 0.814143 -0.1 0.0 0.0
```
Forces are in eV/Å.

Frontier orbital gap in eV: 8.78
SMILES string: CSCC[C@H](NC(=O)OC(C)(C)C)C(=O)NC[C@H]1CC[C@@H](C(=O)O)CC1

In elementary charge units, the natural (NBO) charges are:
1. C -0.749
2. H 0.228
3. H 0.247
4. H 0.203
5. S 0.179
6. C -0.522
7. C -0.440
8. H 0.242
9. H 0.232
10. C -0.128
11. N -0.622
12. C 0.915
13. O -0.715
14. O -0.532
15. C 0.272
16. C -0.645
17. H 0.235
18. H 0.216
19. H 0.216
20. C -0.614
21. H 0.217
22. H 0.216
23. H 0.217
24. C -0.639
25. H 0.219
26. H 0.216
27. H 0.219
28. H 0.416
29. C 0.683
30. O -0.631
31. N -0.645
32. H 0.424
33. C -0.215
34. H 0.232
35. C -0.224
36. C -0.404
37. C -0.395
38. C -0.325
39. C 0.816
40. O -0.620
41. O -0.689
42. H 0.508
43. C -0.391
44. C -0.417
45. H 0.217
46. H 0.219
47. H 0.228
48. H 0.202
49. H 0.240
50. H 0.223
51. H 0.204
52. H 0.201
53. H 0.212
54. H 0.204
55. H 0.189
56. H 0.229
57. H 0.205
58. H 0.221

3.
Molecular formula: C18H32N2O6
Method: DFT, the ωB97M-V functional and the def2-TZVPD basis

Structure (XYZ):
```
58
Properties=species:S:1:pos:R:3:forces:R:3
C -5.111067 4.803958 3.850809 0.0 0.0 0.0
C -4.475750 5.666247 2.789665 0.0 0.0 0.0
O -3.367526 4.922896 2.234392 0.0 0.0 0.0
C -2.687359 5.543277 1.258882 0.0 0.0 0.0
O -2.945902 6.644474 0.856834 0.0 0.0 0.0
C -1.530188 4.724360 0.735655 0.0 0.0 0.0
N -1.492896 3.376035 1.247960 0.0 0.0 0.0
C -0.904294 2.374840 0.546564 0.0 0.0 0.0
O -0.346998 2.586230 -0.520607 0.0 0.0 0.0
C -0.995444 0.995835 1.174240 0.0 0.0 0.0
C 0.382539 0.467579 1.620384 0.0 0.0 0.0
C 1.564002 0.580686 0.653875 0.0 0.0 0.0
C 1.327064 0.007256 -0.754022 0.0 0.0 0.0
N 0.235528 -0.956308 -0.834645 0.0 0.0 0.0
C 0.315498 -2.250615 -0.418237 0.0 0.0 0.1
O -0.676962 -2.936248 -0.239422 0.0 0.0 0.0
C 1.723134 -2.835728 -0.215764 0.0 -0.1 -0.1
O 1.672347 -4.027120 0.527858 0.2 0.0 0.1
C 2.343725 -3.136651 -1.591955 0.0 0.0 0.0
O 3.736284 -3.372616 -1.492278 0.0 0.0 0.0
C 4.507231 -2.202055 -1.384650 0.0 0.0 0.0
C 1.688328 -4.315744 -2.326491 0.0 0.0 0.0
C 2.265573 -5.674157 -1.930255 0.0 0.0 0.0
C 1.828155 -4.109304 -3.833966 0.0 0.0 0.0
C -1.098092 -0.393653 -1.029420 0.0 0.0 0.0
C -1.769133 0.014721 0.277353 0.0 0.0 0.0
H -5.955916 5.331341 4.293508 0.0 0.0 0.0
H -5.476126 3.869376 3.425484 0.0 0.0 0.0
H -4.399312 4.573220 4.643261 0.0 0.0 0.0
H -5.167054 5.905208 1.982141 0.0 0.0 0.0
H -4.093547 6.604234 3.191602 0.0 0.0 0.0
H -1.593686 4.697479 -0.351703 0.0 0.0 0.0
H -0.618536 5.279565 0.976332 0.0 0.0 0.0
H -1.983145 3.176191 2.101918 0.0 0.0 0.0
H -1.588957 1.088778 2.089414 0.0 0.0 0.0
H 0.666800 0.983140 2.541573 0.0 0.0 0.0
H 0.238664 -0.582158 1.895326 0.0 0.0 0.0
H 1.857620 1.625714 0.544316 0.0 0.0 0.0
H 2.407707 0.072078 1.130422 0.0 0.0 0.0
H 1.060076 0.823430 -1.420415 0.0 0.0 0.0
H 2.246485 -0.430450 -1.140048 0.0 0.0 0.0
H 2.351325 -2.094793 0.291041 0.0 0.0 0.0
H 1.434113 -3.824229 1.436791 -0.1 0.0 0.0
H 2.186768 -2.238571 -2.206097 0.0 0.0 0.0
H 5.552652 -2.503236 -1.367609 0.0 0.0 0.0
H 4.340697 -1.536543 -2.241164 0.0 0.0 0.0
H 4.296667 -1.643609 -0.463617 0.0 0.0 0.0
H 0.626596 -4.301432 -2.064159 0.0 0.0 0.0
H 3.318058 -5.735970 -2.207799 0.0 0.0 0.0
H 2.179423 -5.853578 -0.862559 0.0 0.0 0.0
H 1.727752 -6.461802 -2.461446 0.0 0.0 0.0
H 2.883686 -4.046232 -4.110435 0.0 0.0 0.0
H 1.389634 -4.944707 -4.381793 0.0 0.0 0.0
H 1.332345 -3.193196 -4.162580 0.0 0.0 0.0
H -0.997244 0.462896 -1.693626 0.0 0.0 0.0
H -1.715360 -1.148164 -1.514665 0.0 0.0 0.0
H -1.945953 -0.891474 0.860804 0.0 0.0 0.0
H -2.750024 0.439299 0.043041 0.0 0.0 0.0
```
Forces are in eV/Å.

Frontier orbital gap in eV: 9.55
SMILES string: CCOC(=O)CNC(=O)[C@@H]1CCCN(C(=O)[C@@H](O)[C@@H](OC)C(C)C)CC1

In elementary charge units, the natural (NBO) charges are:
1. C -0.627
2. C -0.071
3. O -0.528
4. C 0.793
5. O -0.582
6. C -0.329
7. N -0.611
8. C 0.685
9. O -0.655
10. C -0.292
11. C -0.390
12. C -0.422
13. C -0.230
14. N -0.448
15. C 0.655
16. O -0.627
17. C -0.015
18. O -0.696
19. C 0.115
20. O -0.539
21. C -0.244
22. C -0.247
23. C -0.606
24. C -0.600
25. C -0.223
26. C -0.403
27. H 0.223
28. H 0.215
29. H 0.213
30. H 0.195
31. H 0.193
32. H 0.257
33. H 0.227
34. H 0.415
35. H 0.206
36. H 0.214
37. H 0.206
38. H 0.223
39. H 0.201
40. H 0.237
41. H 0.204
42. H 0.176
43. H 0.475
44. H 0.172
45. H 0.199
46. H 0.164
47. H 0.155
48. H 0.222
49. H 0.209
50. H 0.234
51. H 0.201
52. H 0.205
53. H 0.210
54. H 0.201
55. H 0.216
56. H 0.229
57. H 0.227
58. H 0.213

4.
Molecular formula: C18H32N3OPPbSi
Method: DFT, the ωB97M-V functional and the def2-TZVPD basis

Structure (XYZ):
```
57
Properties=species:S:1:pos:R:3:forces:R:3
Pb 0.419601 -0.620023 0.162503 -1.3 -1.0 -3.0
Si -2.403535 -0.250889 0.817299 0.6 1.6 1.1
P -1.775269 -2.031968 -1.098198 1.3 -1.1 -1.2
N 0.606153 0.421055 -1.701792 1.0 -1.8 1.7
H 0.592951 1.074552 1.271997 0.4 1.4 0.8
C -0.765690 -3.102016 -2.207195 -0.1 -0.5 -0.4
H -1.444127 -3.779931 -2.750954 0.3 0.1 0.0
H -0.033174 -3.698053 -1.641498 -0.3 0.3 -0.1
H -0.223149 -2.483540 -2.935206 -0.1 0.0 0.3
C -2.881455 -3.345448 -0.441493 -0.1 0.1 0.3
H -3.298671 -3.911804 -1.284385 0.1 0.1 0.2
H -3.694586 -2.910635 0.147987 0.1 -0.1 -0.1
H -2.306249 -4.025136 0.200527 -0.1 0.1 -0.2
C -2.791725 -1.246075 -2.412984 0.0 0.3 0.3
H -3.246059 -2.035992 -3.027754 0.1 0.2 0.2
H -2.146523 -0.615159 -3.037625 -0.1 -0.1 0.2
H -3.575155 -0.621520 -1.972661 0.1 -0.1 -0.2
C -2.505132 -0.617686 2.677591 -0.2 0.0 0.4
H -1.509209 -0.734805 3.127739 -0.3 0.0 -0.1
H -3.085186 -1.536323 2.843002 0.2 0.1 0.1
H -3.022756 0.206634 3.193124 0.1 -0.3 -0.1
H -2.252508 1.242206 0.719808 -0.5 0.1 0.1
H -3.810484 -0.491834 0.377963 0.1 -0.1 -0.3
C 0.197365 1.377398 -2.504641 -0.9 0.9 -0.3
C 0.579086 2.720004 -4.534307 -0.5 0.1 0.2
C 0.949446 1.682856 -3.701425 -0.1 -0.1 0.4
C -1.002498 2.154490 -2.281211 0.5 -0.3 0.1
C -1.356151 3.179878 -3.135588 0.2 0.1 -0.5
C -0.578742 3.476581 -4.268087 0.0 0.2 0.1
H 1.184590 2.955675 -5.411908 -0.2 -0.1 0.2
H 1.830834 1.066325 -3.904958 -0.3 0.3 0.1
H -1.610336 1.902533 -1.402809 0.2 0.1 -0.3
H -2.254198 3.761986 -2.928157 0.1 -0.1 -0.1
H -0.870389 4.290133 -4.933286 0.1 -0.2 0.2
C 1.799178 -3.833754 0.868406 0.1 -0.3 -1.4
O 1.763070 -4.111082 -0.327296 0.1 0.3 1.7
C 3.056583 -3.293130 1.518489 0.2 0.0 -0.1
H 2.931277 -3.216826 2.607287 0.2 0.1 -0.4
H 3.304720 -2.320760 1.069129 -0.2 -0.2 0.2
H 3.899148 -3.952885 1.274712 -0.2 0.1 0.1
C 0.615922 -4.023369 1.781552 -0.1 -0.4 0.0
H 0.021072 -4.875680 1.441306 0.1 0.1 0.0
H -0.043885 -3.147618 1.740408 0.3 0.0 0.1
H 0.979695 -4.193677 2.801360 -0.4 0.1 -0.1
N 3.232924 4.835946 3.592467 0.3 0.3 0.1
C 2.656249 3.861543 2.862625 -0.2 -0.1 0.1
C 1.669484 4.177655 1.891395 0.0 -0.6 -0.2
C 0.961163 3.153892 1.294040 0.7 -0.7 0.9
N 1.189419 1.854857 1.688181 0.4 0.8 0.1
C 2.225321 1.513404 2.516342 -0.5 1.0 -0.7
C 3.011707 2.502424 3.069170 -0.5 -0.4 -0.2
H 2.928877 5.798909 3.508036 0.1 -0.4 0.0
H 3.898664 4.624123 4.328322 -0.3 0.0 -0.4
H 1.512068 5.212968 1.589092 -0.1 -0.3 0.1
H 0.216517 3.310957 0.518829 0.0 -0.2 0.1
H 2.382157 0.445256 2.671586 -0.1 0.3 0.0
H 3.871599 2.223376 3.673145 -0.3 0.1 0.0
```
Forces are in eV/Å.

Frontier orbital gap in eV: 4.11

In elementary charge units, the natural (NBO) charges are:
1. Pb 0.553
2. Si 0.469
3. P 0.921
4. N -1.055
5. H 0.392
6. C -0.967
7. H 0.200
8. H 0.261
9. H 0.255
10. C -0.957
11. H 0.230
12. H 0.239
13. H 0.234
14. C -0.951
15. H 0.225
16. H 0.272
17. H 0.243
18. C -1.096
19. H 0.213
20. H 0.226
21. H 0.231
22. H -0.200
23. H -0.167
24. C 0.172
25. C -0.201
26. C -0.298
27. C -0.381
28. C -0.138
29. C -0.358
30. H 0.197
31. H 0.206
32. H 0.197
33. H 0.184
34. H 0.194
35. C 0.605
36. O -0.547
37. C -0.731
38. H 0.207
39. H 0.248
40. H 0.248
41. C -0.728
42. H 0.239
43. H 0.250
44. H 0.216
45. N -0.748
46. C 0.273
47. C -0.300
48. C 0.119
49. N -0.506
50. C 0.103
51. C -0.312
52. H 0.410
53. H 0.409
54. H 0.243
55. H 0.273
56. H 0.245
57. H 0.239